[1]
The following is a quantum chemistry calculation of a single C6H6N2 molecule, from the OMol25 dataset.

XYZ file:
```
14
Properties=species:S:1:pos:R:3:lowdin_charge:R:1
C -1.200 1.103 0.283 -0.106
C -1.594 -0.154 0.523 -0.077
C -1.030 -1.151 -0.432 -0.124
C 1.603 -0.044 0.580 -0.123
C 1.110 0.985 -0.401 -0.128
C -0.052 1.618 -0.482 -0.086
H -1.737 1.755 0.936 0.093
H -2.425 -0.291 1.176 0.091
H -1.650 -1.928 -1.066 0.131
H 2.098 0.427 1.639 0.180
H 1.962 1.496 -0.635 0.059
H -0.083 2.523 -1.202 0.140
N 0.297 -1.437 -0.639 0.003
N 0.962 -1.152 0.456 -0.054
```

Calculated values
Strongest force on any atom: 5.82 eV/Å
Lowest unoccupied orbital energy: 0.022 hartree
Orbital gap: 9.3 eV
DFT total energy: -9294.0761 eV
ΔE to the lowest compared entry with this formula, charge and spin: 107.66 kcal/mol
E_HOMO: -8.7 eV

---

[2]
The following is a quantum chemistry calculation of a single C6H6N2 molecule, from the OMol25 dataset.

XYZ file:
```
14
Properties=species:S:1:pos:R:3:lowdin_charge:R:1
C -0.627 0.543 -1.506 -0.265
C -0.221 -0.401 -0.694 -0.196
C 0.497 -1.597 -0.491 0.016
C 0.934 -1.585 0.863 -0.098
C 0.508 -0.527 1.567 -0.085
C -0.324 0.237 0.770 -0.290
H -0.344 2.504 0.808 0.151
H -0.966 -0.015 -2.562 0.190
H 0.583 -2.415 -1.167 0.092
H 1.281 -2.409 1.403 0.088
H 0.828 -0.659 2.640 0.131
H -1.467 0.151 0.805 0.194
N 0.046 1.613 0.289 0.019
N -0.691 1.647 -1.001 0.052
```

Calculated values
Strongest force on any atom: 10.70 eV/Å
Lowest unoccupied orbital energy: -0.003 hartree
Orbital gap: 8.2 eV
DFT total energy: -9294.0675 eV
ΔE to the lowest compared entry with this formula, charge and spin: 107.85 kcal/mol
E_HOMO: -8.3 eV

---

[3]
The following is a quantum chemistry calculation of a single C6H6N2O molecule, from the OMol25 dataset.

XYZ file:
```
15
Properties=species:S:1:pos:R:3:lowdin_charge:R:1
C -1.062 0.921 0.181 -0.172
C 1.188 -0.317 -0.176 -0.111
C -2.495 1.134 -0.074 -0.113
C 1.131 1.015 -0.283 -0.139
C 0.091 -1.315 -0.190 -0.165
C -1.229 -0.771 -0.105 -0.243
N -3.265 0.086 -0.074 0.047
N -2.444 -1.080 -0.099 0.063
O -0.003 1.834 -0.228 -0.051
H -0.870 0.809 1.326 0.201
H 2.224 -0.664 -0.270 0.111
H -3.029 2.037 0.007 0.099
H 1.998 1.720 -0.577 0.153
H 0.029 -1.690 -1.230 0.142
H 0.298 -2.150 0.671 0.180
```

Calculated values
Strongest force on any atom: 5.09 eV/Å
Lowest unoccupied orbital energy: 0.006 hartree
Orbital gap: 9.5 eV
DFT total energy: -11342.4954 eV
ΔE to the lowest compared entry with this formula, charge and spin: 90.77 kcal/mol
E_HOMO: -9.4 eV

---

[4]
The following is a quantum chemistry calculation of a single C6H6N2O molecule, from the OMol25 dataset.

XYZ file:
```
15
Properties=species:S:1:pos:R:3:lowdin_spin:R:1
C -0.318 1.866 0.907 0.262
C -1.208 0.863 0.891 0.443
C 0.720 1.651 -0.027 0.347
C -0.729 -0.148 -0.132 0.162
C 0.508 0.453 -0.549 0.379
C -0.416 -2.916 0.533 0.010
N 1.356 -0.184 -1.482 0.214
N -0.514 -1.725 0.340 0.103
O -0.309 -4.061 0.711 -0.005
H -0.451 2.794 1.351 0.012
H -2.152 0.652 1.536 0.013
H 1.725 2.156 -0.042 0.015
H 2.305 -0.130 -1.236 0.013
H 0.987 -1.006 -1.928 0.006
H -1.505 -0.265 -0.874 0.028
```

Calculated values
Strongest force on any atom: 7.52 eV/Å
Lowest unoccupied orbital energy (alpha / beta): 0.028 / -0.070 hartree
Orbital gap (alpha / beta): 6.7 / 7.8 eV
DFT total energy: -11342.2543 eV
Spin multiplicity: 3
ΔE to the lowest compared entry with this formula, charge and spin: 0.00 kcal/mol
<S²>: 2.008
E_HOMO (alpha / beta): -6.0 / -9.7 eV

---

[5]
The following is a quantum chemistry calculation of a 2-piece molecular cluster, C6H6N2O2 overall, from the OMol25 dataset.

XYZ file:
```
16
Properties=species:S:1:pos:R:3:lowdin_charge:R:1
C 0.593 0.194 -1.316 -0.625
C 0.071 1.416 -0.841 -0.012
C -0.043 1.541 0.599 -0.041
C 0.971 -0.516 0.821 -0.620
C -1.429 -1.491 0.363 -0.057
C -2.050 -0.770 -0.383 -0.027
H 2.098 -1.291 -0.781 0.337
H -0.422 2.154 -1.473 0.116
H -0.477 2.587 0.965 0.158
H 0.037 0.279 2.513 0.227
H -0.757 -2.578 0.688 0.184
H -2.136 0.011 -1.195 0.073
N 1.103 -0.597 -0.481 0.161
N 0.251 0.490 1.459 0.099
O 0.730 -0.079 -2.539 0.020
O 1.459 -1.350 1.601 0.007
```

Calculated values
Strongest force on any atom: 9.66 eV/Å
Lowest unoccupied orbital energy: 0.000 hartree
Orbital gap: 9.3 eV
DFT total energy: -13389.1311 eV
ΔE to the lowest compared entry with this formula, charge and spin: 126.73 kcal/mol
E_HOMO: -9.3 eV

---

[6]
The following is a quantum chemistry calculation of a single C6H6N2O3 molecule, from the OMol25 dataset.

XYZ file:
```
17
Properties=species:S:1:pos:R:3:lowdin_charge:R:1
C -0.882 2.591 0.579 -0.076
C -1.150 0.497 0.347 -0.238
C 0.233 0.728 0.394 -0.144
C 1.854 -0.452 -1.007 -0.542
C -1.421 -0.932 0.175 -0.129
C 1.039 -0.546 0.326 -0.101
N -1.804 1.631 0.562 0.142
N -0.101 -1.518 0.142 -0.015
O 1.360 -1.058 -2.043 0.121
O 2.826 0.240 -1.034 0.119
O 0.422 2.064 0.460 0.086
H -0.755 3.637 0.656 0.121
H -1.935 -1.536 0.975 0.145
H -1.980 -1.017 -0.700 0.098
H 1.601 -0.570 1.199 0.139
H 0.231 -2.318 0.607 0.116
H 0.461 -1.441 -1.637 0.159
```

Calculated values
Strongest force on any atom: 4.43 eV/Å
Lowest unoccupied orbital energy: 0.020 hartree
Orbital gap: 9.5 eV
DFT total energy: -15439.9860 eV
ΔE to the lowest compared entry with this formula, charge and spin: 21.47 kcal/mol
E_HOMO: -8.9 eV

---

[7]
The following is a quantum chemistry calculation of an isolated ion of composition C6H6N3 and charge +1, from the OMol25 dataset.

XYZ file:
```
15
Properties=species:S:1:pos:R:3:lowdin_charge:R:1
C -0.985 1.158 0.008 0.055
C 0.298 0.514 0.517 -0.280
C -2.027 0.396 -0.357 -0.085
C -1.059 -1.646 0.291 -0.031
C 0.168 -0.924 0.471 0.102
C 2.178 -0.378 -0.359 -0.214
N -2.033 -0.971 -0.224 0.132
N 1.652 -1.513 -0.132 0.203
N 1.551 0.738 -0.009 0.087
H -0.844 2.287 -0.038 0.158
H 0.251 0.951 1.563 0.240
H -2.922 0.730 -0.941 0.152
H -1.311 -2.664 0.383 0.128
H 3.186 -0.309 -0.888 0.183
H 1.896 1.632 -0.284 0.170
```

Calculated values
Strongest force on any atom: 6.25 eV/Å
Lowest unoccupied orbital energy: -0.255 hartree
Orbital gap: 7.6 eV
DFT total energy: -10778.3106 eV
ΔE to the lowest compared entry with this formula, charge and spin: 77.18 kcal/mol
E_HOMO: -14.6 eV
Total charge: +1

---

[8]
The following is a quantum chemistry calculation of an isolated ion of composition C6H6N3 and charge +1, from the OMol25 dataset.

XYZ file:
```
15
Properties=species:S:1:pos:R:3:lowdin_charge:R:1
C -1.033 0.421 1.307 0.028
C -0.800 0.235 -0.048 -0.062
C -0.764 -0.758 2.087 0.001
C 1.641 -1.568 -0.385 -0.108
C 0.642 0.289 -1.789 -0.109
C 1.117 -1.672 0.822 0.082
N 0.284 -1.432 1.680 0.168
N 1.399 -0.690 -1.370 0.066
N -0.382 1.030 -1.155 0.133
H -1.360 1.392 1.624 0.121
H -0.755 -0.742 -0.249 0.075
H -1.130 -1.039 3.004 0.113
H 2.490 -2.231 -0.839 0.173
H 1.005 0.558 -2.839 0.165
H -0.911 1.845 -1.383 0.155
```

Calculated values
Strongest force on any atom: 4.81 eV/Å
Lowest unoccupied orbital energy: -0.201 hartree
Orbital gap: 8.3 eV
DFT total energy: -10777.1657 eV
ΔE to the lowest compared entry with this formula, charge and spin: 103.58 kcal/mol
E_HOMO: -13.8 eV
Total charge: +1

---

[9]
The following is a quantum chemistry calculation of a 2-piece molecular cluster, C6H6N3O4 overall, from the OMol25 dataset.

XYZ file:
```
19
Properties=species:S:1:pos:R:3:lowdin_charge:R:1
C -1.378 0.780 -1.636 -0.185
C -1.750 1.519 1.113 -0.697
C 1.717 0.125 0.211 -0.126
C 0.651 0.114 1.289 -0.113
C 0.919 0.086 -1.108 -0.127
C -0.598 0.504 0.592 0.017
N -2.325 1.092 -2.238 0.206
N -0.414 0.494 -0.723 -0.008
N -0.567 -2.558 -0.054 -0.395
O -1.163 2.594 1.256 0.030
O -2.849 1.059 1.310 0.046
O 0.202 -3.398 0.430 -0.185
O -0.684 -2.378 -1.258 -0.178
H 2.379 0.981 0.396 0.111
H 2.318 -0.843 0.306 0.137
H 0.458 -0.918 1.532 0.104
H 0.832 0.733 2.178 0.137
H 1.311 0.800 -1.899 0.142
H 0.941 -0.785 -1.696 0.085
```

Calculated values
Strongest force on any atom: 3.55 eV/Å
Lowest unoccupied orbital energy (alpha / beta): 0.098 / 0.098 hartree
Orbital gap (alpha / beta): 6.5 / 6.5 eV
DFT total energy: -18976.7439 eV
ΔE to the lowest compared entry with this formula, charge and spin: 24.00 kcal/mol
E_HOMO (alpha / beta): -3.8 / -3.8 eV
Total charge: -1

---

[10]
The following is a quantum chemistry calculation of a single C6H6N4S2 molecule, from the OMol25 dataset.

XYZ file:
```
18
Properties=species:S:1:pos:R:3:lowdin_charge:R:1
C 0.421 0.569 -2.792 -0.131
C -2.467 -0.786 1.458 -0.117
C 0.359 1.054 -1.551 -0.211
C -1.275 -1.076 0.887 -0.157
C 2.265 0.168 -1.900 -0.310
C -0.934 -0.074 2.730 -0.267
N 1.696 -0.036 -3.011 0.098
N -2.224 -0.073 2.615 0.083
N 1.555 0.856 -0.984 -0.510
N -0.284 -0.703 1.734 -0.506
S 2.080 1.214 0.611 0.688
S 1.372 -0.789 1.559 0.703
H -0.449 0.619 -3.525 0.124
H -3.413 -0.960 1.045 0.088
H -0.480 1.401 -0.882 0.137
H -0.987 -1.433 -0.032 0.086
H 3.154 -0.218 -1.525 0.097
H -0.388 0.267 3.563 0.106
```

Calculated values
Strongest force on any atom: 4.07 eV/Å
Lowest unoccupied orbital energy: -0.048 hartree
Orbital gap: 8.1 eV
DFT total energy: -33948.1929 eV
ΔE to the lowest compared entry with this formula, charge and spin: 8.46 kcal/mol
E_HOMO: -9.4 eV

---

[11]
The following is a quantum chemistry calculation of C6H6NO3Rb as an isolated structure, from the OMol25 dataset.

XYZ file:
```
17
Properties=species:S:1:pos:R:3:lowdin_charge:R:1
Rb -1.326 -1.743 4.270 0.909
O 1.116 -0.302 3.594 -0.653
H 1.862 -0.854 3.357 -0.165
C -1.210 -1.202 -0.170 -0.087
C -0.232 -0.694 0.652 -0.078
C 0.557 0.380 0.224 0.022
C 0.354 0.881 -1.041 -0.137
C -0.663 0.395 -1.879 -0.011
C -1.453 -0.635 -1.418 -0.080
N 1.285 1.869 -1.610 -0.365
O 1.970 2.496 -0.835 0.090
O 1.319 1.968 -2.815 0.076
H -1.814 -2.034 0.178 0.099
H -0.051 -1.100 1.639 0.035
H 1.377 0.746 0.825 0.122
H -0.846 0.764 -2.876 0.115
H -2.244 -0.937 -2.094 0.105
```

Calculated values
Strongest force on any atom: 1.43 eV/Å
Lowest unoccupied orbital energy: -0.039 hartree
Orbital gap: 6.0 eV
DFT total energy: -14603.1403 eV
E_HOMO: -7.1 eV

---

[12]
The following is a quantum chemistry calculation of a single C6H6O molecule, from the OMol25 dataset.

XYZ file:
```
13
Properties=species:S:1:pos:R:3:lowdin_charge:R:1
C -0.827 -2.828 -0.823 0.130
C -0.463 -1.713 -0.549 -0.087
C -0.084 -0.388 -0.176 -0.248
C 0.950 0.343 -0.588 0.007
C 0.965 1.650 0.152 -0.187
O -0.169 1.610 1.007 -0.115
C -0.875 0.391 0.845 -0.154
H -1.134 -3.823 -1.056 0.028
H 1.684 0.053 -1.331 0.122
H 1.879 1.766 0.754 0.122
H 0.909 2.520 -0.522 0.122
H -1.899 0.590 0.500 0.130
H -0.936 -0.171 1.789 0.130
```

Calculated values
Strongest force on any atom: 0.39 eV/Å
Lowest unoccupied orbital energy: 0.036 hartree
Orbital gap: 10.0 eV
DFT total energy: -8363.8529 eV
ΔE to the lowest compared entry with this formula, charge and spin: 61.18 kcal/mol
E_HOMO: -9.0 eV